# 1
238
Properties=species:S:1:pos:R:3 method="wB97M-V/def2-TZVPD" energy_ha=-4045.68947 homo_lumo_gap_ev=9.17 de_lowest_ev=1.780 homo_ev=-8.585 total_charge=0 lumo_ev=0.59
C 5.35 1.54 2.32
C 6.82 1.90 2.36
C 7.80 0.89 1.81
O 9.12 1.28 2.09
C 10.07 0.57 1.31
N 6.96 3.17 1.63
H 4.68 2.28 2.77
H 5.13 0.63 2.89
H 4.97 1.31 1.32
H 7.02 2.08 3.43
H 7.65 0.79 0.73
H 7.55 -0.07 2.27
H 9.99 0.82 0.25
H 9.88 -0.50 1.48
H 11.07 0.79 1.68
H 6.39 3.90 2.04
H 7.90 3.49 1.88
C 0.61 -4.63 0.12
C 1.33 -3.81 -0.97
C 2.44 -4.63 -1.62
O 3.39 -4.95 -0.59
C 4.25 -5.99 -0.97
N 0.35 -3.47 -1.98
H 0.27 -5.61 -0.22
H -0.29 -4.14 0.48
H 1.28 -4.90 0.94
H 1.83 -2.98 -0.45
H 3.01 -4.02 -2.33
H 2.06 -5.53 -2.10
H 5.00 -6.07 -0.19
H 4.82 -5.74 -1.87
H 3.76 -6.97 -1.04
H -0.35 -2.86 -1.54
H 0.71 -2.68 -2.56
C -2.21 -0.28 -1.04
C -1.10 0.72 -0.69
C 0.04 0.06 0.05
O 1.08 1.01 0.27
C 2.03 0.54 1.23
N -0.61 1.31 -1.97
H -3.07 0.26 -1.43
H -2.49 -0.74 -0.08
H -1.88 -1.06 -1.72
H -1.53 1.56 -0.14
H 0.44 -0.71 -0.63
H -0.25 -0.43 0.98
H 2.57 1.42 1.57
H 2.67 -0.20 0.75
H 1.55 0.06 2.08
H 0.12 1.97 -1.72
H -1.39 1.83 -2.34
C 1.88 6.04 0.23
C 1.93 4.60 -0.25
C 3.33 4.03 -0.51
O 3.98 4.80 -1.50
C 5.33 4.43 -1.67
N 1.28 3.81 0.82
H 2.29 6.64 -0.60
H 2.54 6.21 1.08
H 0.89 6.41 0.46
H 1.31 4.58 -1.15
H 3.24 3.00 -0.89
H 3.91 3.99 0.42
H 5.69 4.98 -2.55
H 5.46 3.37 -1.92
H 5.93 4.72 -0.80
H 1.13 2.86 0.44
H 1.88 3.79 1.63
C 3.01 3.90 4.33
C 4.31 4.40 4.97
C 4.90 5.66 4.36
O 5.16 5.45 3.00
C 5.50 6.53 2.16
N 4.07 4.67 6.38
H 2.77 2.95 4.82
H 3.06 3.66 3.26
H 2.17 4.57 4.46
H 5.03 3.58 4.94
H 5.85 5.83 4.87
H 4.15 6.45 4.50
H 4.67 7.24 2.25
H 5.54 6.23 1.12
H 6.37 7.10 2.50
H 3.54 5.51 6.59
H 3.54 3.91 6.81
C -5.36 -6.08 0.39
C -6.27 -5.73 -0.80
C -5.77 -4.53 -1.59
O -5.58 -3.41 -0.75
C -5.00 -2.32 -1.45
N -6.26 -6.85 -1.73
H -5.67 -7.01 0.87
H -5.32 -5.24 1.10
H -4.33 -6.19 0.06
H -7.32 -5.56 -0.54
H -6.39 -4.32 -2.46
H -4.78 -4.84 -1.96
H -3.94 -2.54 -1.64
H -4.99 -1.41 -0.85
H -5.58 -2.23 -2.37
H -5.35 -7.03 -2.16
H -6.59 -7.74 -1.38
C -4.48 3.79 -1.86
C -3.29 3.91 -0.94
C -2.05 4.46 -1.62
O -1.76 3.67 -2.77
C -0.78 4.31 -3.59
N -3.64 4.84 0.14
H -5.43 3.64 -1.34
H -4.34 2.90 -2.48
H -4.65 4.66 -2.51
H -3.00 2.93 -0.52
H -1.18 4.48 -0.95
H -2.32 5.47 -1.96
H 0.15 4.48 -3.04
H -1.17 5.26 -3.96
H -0.53 3.56 -4.34
H -4.36 4.33 0.66
H -2.87 4.84 0.82
C -3.98 -8.33 -4.88
C -3.24 -7.16 -4.29
C -3.73 -5.78 -4.71
O -2.87 -4.83 -4.18
C -3.20 -3.49 -4.49
N -3.22 -7.28 -2.79
H -3.96 -8.27 -5.97
H -5.00 -8.39 -4.49
H -3.51 -9.29 -4.65
H -2.18 -7.21 -4.57
H -4.80 -5.60 -4.53
H -3.72 -5.83 -5.82
H -4.25 -3.28 -4.28
H -3.17 -3.35 -5.58
H -2.53 -2.83 -3.95
H -2.49 -7.92 -2.48
H -2.82 -6.35 -2.61
C 5.18 -3.70 2.42
C 5.08 -2.31 3.06
C 3.66 -2.05 3.58
O 3.59 -0.76 4.12
C 2.47 -0.62 4.96
N 6.14 -2.16 4.05
H 4.92 -4.59 2.99
H 6.22 -3.83 2.10
H 4.65 -3.79 1.46
H 5.27 -1.63 2.22
H 3.43 -2.84 4.31
H 2.95 -2.21 2.76
H 2.25 0.42 5.24
H 2.68 -1.16 5.89
H 1.53 -0.96 4.52
H 6.01 -1.22 4.43
H 5.93 -2.78 4.83
C -5.97 4.40 3.83
C -6.91 3.23 3.52
C -6.22 2.05 2.84
O -5.94 2.33 1.50
C -5.30 1.28 0.82
N -7.72 2.83 4.70
H -5.29 4.55 2.99
H -5.39 4.17 4.72
H -6.53 5.31 4.05
H -7.68 3.64 2.86
H -6.96 1.23 2.84
H -5.40 1.70 3.48
H -4.42 0.88 1.32
H -5.03 1.64 -0.18
H -5.92 0.41 0.57
H -8.21 3.68 4.96
H -7.07 2.68 5.46
C 3.12 -0.03 -2.64
C 2.30 -0.36 -3.89
C 2.91 -1.42 -4.78
O 3.95 -0.81 -5.51
C 4.39 -1.50 -6.64
N 1.00 -0.81 -3.39
H 4.10 0.44 -2.78
H 3.31 -0.96 -2.08
H 2.66 0.71 -1.99
H 2.18 0.58 -4.44
H 2.20 -1.83 -5.51
H 3.23 -2.31 -4.22
H 3.57 -1.65 -7.34
H 4.75 -2.50 -6.35
H 5.22 -0.96 -7.09
H 0.36 -1.02 -4.16
H 0.54 0.00 -2.93
C -0.07 0.56 -6.89
C -1.09 -0.12 -6.02
C -2.48 0.04 -6.67
O -3.52 -0.56 -5.91
C -3.86 0.15 -4.75
N -0.82 -1.56 -5.90
H -0.40 1.53 -7.27
H 0.10 0.00 -7.82
H 0.89 0.72 -6.39
H -1.08 0.32 -5.02
H -2.47 -0.36 -7.68
H -2.72 1.11 -6.80
H -2.99 0.30 -4.10
H -4.61 -0.38 -4.16
H -4.18 1.18 -4.95
H -1.67 -2.07 -5.74
H -0.43 -1.98 -6.74
C -1.30 2.04 2.35
C -1.40 3.46 2.90
C -0.35 3.69 4.00
O -0.51 2.88 5.16
C -1.84 2.82 5.64
N -1.20 4.38 1.77
H -1.42 1.31 3.15
H -0.38 1.85 1.80
H -2.13 1.85 1.66
H -2.42 3.62 3.26
H -0.31 4.78 4.16
H 0.65 3.49 3.62
H -1.77 2.23 6.56
H -2.53 2.26 5.00
H -2.23 3.81 5.88
H -1.34 5.33 2.12
H -0.22 4.25 1.50
C -4.58 -3.38 3.78
C -3.76 -2.29 3.04
C -2.34 -2.69 2.66
O -1.54 -2.85 3.83
C -0.39 -3.58 3.52
N -4.46 -2.01 1.77
H -4.15 -3.66 4.75
H -4.44 -4.28 3.17
H -5.63 -3.13 3.93
H -3.81 -1.38 3.64
H -1.84 -1.89 2.10
H -2.37 -3.53 1.95
H -0.59 -4.60 3.17
H 0.31 -3.60 4.35
H 0.22 -3.13 2.72
H -5.45 -1.88 1.92
H -4.42 -2.85 1.18

***

# 2
114
Properties=species:S:1:pos:R:3 method="wB97M-V/def2-TZVPD" energy_ha=-4627.74617 homo_lumo_gap_ev="5.30 / 5.30" homo_ev="-7.877 / -7.877" total_charge=0 lumo_ev="-2.58 / -2.58"
Ir -0.30 0.18 0.97
C -6.65 -7.31 0.67
O -6.87 -6.06 1.29
C -5.86 -5.15 1.25
C -6.11 -3.94 1.90
C -5.14 -2.96 1.92
C -3.91 -3.16 1.29
C -3.68 -4.36 0.64
C -4.65 -5.36 0.61
C -2.86 -2.10 1.31
C -1.64 -2.41 1.87
C -1.33 -3.64 2.53
C 0.00 -3.65 2.78
C 0.54 -2.42 2.29
N -0.48 -1.64 1.80
C 1.90 -2.09 2.26
C 2.39 -0.84 1.96
C 3.77 -0.48 1.90
C 3.83 0.83 1.61
C 2.47 1.30 1.50
C 2.08 2.60 1.21
C 3.12 3.58 0.80
C 4.21 3.92 1.60
C 5.25 4.67 1.10
C 5.23 5.08 -0.23
O 6.33 5.74 -0.66
C 6.43 6.02 -2.05
C 4.13 4.79 -1.03
C 3.08 4.06 -0.50
C 0.74 3.01 1.15
N -0.34 2.18 1.02
C -1.42 3.00 0.69
C -2.63 2.58 0.15
C -3.47 3.59 -0.53
C -2.96 4.30 -1.61
C -3.75 5.20 -2.32
C -5.07 5.41 -1.94
O -5.92 6.25 -2.56
C -5.47 6.89 -3.74
C -5.58 4.73 -0.83
C -4.79 3.83 -0.14
C -3.06 1.25 0.16
C -4.33 0.77 -0.29
C -4.41 -0.54 0.07
C -3.18 -0.87 0.72
N -2.35 0.22 0.70
C -1.00 4.36 0.79
C 0.32 4.37 1.07
N 1.60 0.26 1.68
C 2.87 -3.18 2.59
C 3.74 -3.07 3.66
C 4.63 -4.09 3.97
C 4.66 -5.23 3.17
O 5.50 -6.28 3.38
C 6.35 -6.23 4.51
C 3.81 -5.34 2.08
C 2.91 -4.33 1.80
H -7.57 -7.87 0.79
H -5.83 -7.85 1.16
H -6.43 -7.20 -0.39
H -7.06 -3.80 2.39
H -5.33 -2.03 2.44
H -2.74 -4.51 0.13
H -4.44 -6.28 0.09
H -2.05 -4.40 2.78
H 0.58 -4.42 3.26
H 4.60 -1.16 2.01
H 4.71 1.43 1.45
H 4.23 3.60 2.64
H 6.10 4.94 1.72
H 7.40 6.48 -2.20
H 5.64 6.71 -2.37
H 6.36 5.10 -2.64
H 4.10 5.09 -2.07
H 2.25 3.79 -1.15
H -1.94 4.12 -1.93
H -3.32 5.72 -3.17
H -6.32 7.43 -4.14
H -5.13 6.16 -4.48
H -4.66 7.59 -3.53
H -6.60 4.93 -0.53
H -5.20 3.32 0.72
H -5.08 1.35 -0.79
H -5.23 -1.22 -0.08
H -1.66 5.21 0.67
H 0.97 5.21 1.21
H 3.71 -2.18 4.28
H 5.29 -3.98 4.82
H 6.94 -7.14 4.48
H 5.78 -6.19 5.44
H 7.03 -5.37 4.46
H 3.87 -6.23 1.46
H 2.26 -4.42 0.94
S 0.06 1.29 -1.21
C -0.08 0.22 -2.57
C -0.01 0.69 -3.87
C -0.17 -0.19 -4.93
C -0.13 0.30 -6.27
N -0.12 0.72 -7.34
C -0.40 -1.55 -4.67
C -0.44 -2.02 -3.36
C -0.27 -1.12 -2.32
S -0.27 -1.65 -0.66
C -0.64 -2.48 -5.74
N -0.86 -3.23 -6.58
H 0.19 1.74 -4.06
H -0.61 -3.07 -3.16
F 2.54 -0.13 -1.04
P 3.71 0.02 -2.17
F 2.89 -1.01 -3.12
F 4.85 0.18 -3.28
F 4.48 1.07 -1.20
F 2.88 1.27 -2.81
F 4.50 -1.21 -1.48